{
  "formula": "C7H17NS",
  "method": "wB97M-V/def2-TZVPD",
  "elements": ["H", "C", "H", "H", "H", "H", "H", "H", "H", "C", "H", "C", "H", "C", "H", "H", "H", "C", "N", "S", "H", "H", "H", "C", "H", "C"],
  "coordinates": [[1.153, 2.838, 1.185], [-0.524, -2.859, -0.532], [-1.128, -0.408, -1.765], [0.323, 0.612, 2.019], [-0.351, 1.781, -2.737], [1.117, -3.054, 1.869], [0.184, -3.704, -0.552], [0.225, -1.983, 2.995], [0.999, 0.822, -2.062], [-0.057, 1.044, 1.074], [-0.019, -1.967, -0.940], [0.089, 1.396, -1.797], [-0.439, 3.169, -0.686], [-0.895, 0.455, -1.111], [-1.840, 1.001, -0.925], [-0.930, -0.737, 0.556], [-0.983, 1.603, 1.307], [0.425, -2.197, 1.931], [-0.299, -0.047, 0.128], [-1.147, -2.560, 1.131], [0.913, -1.317, 1.481], [1.916, 1.466, 0.328], [1.228, 3.195, -1.332], [0.962, 2.009, 0.477], [-1.383, -3.104, -1.179], [0.461, 2.549, -0.863]],
  "lowdin_charge": [0.11, -0.40, 0.11, 0.11, 0.11, 0.04, 0.04, 0.04, 0.12, -0.24, 0.02, -0.20, 0.11, -0.24, 0.12, -0.05, 0.12, -0.40, -0.17, 0.78, 0.02, 0.12, 0.11, -0.20, 0.04, -0.22],
  "homo_energy_ev": -8.17,
  "smiles": "C1CCNCC1.CSC",
  "gap_ev": 9.10
}

{
  "formula": "C20H23N3O2",
  "method": "wB97M-V/def2-TZVPD",
  "elements": ["C", "C", "C", "C", "C", "C", "C", "H", "H", "H", "C", "H", "C", "H", "N", "C", "H", "H", "O", "H", "H", "H", "C", "H", "H", "H", "H", "C", "H", "H", "H", "C", "H", "C", "O", "H", "C", "H", "C", "N", "H", "C", "C", "C", "H", "N", "H", "C"],
  "coordinates": [[3.268, 2.031, -4.277], [0.140, -1.319, 2.623], [2.819, -1.317, 0.019], [-4.355, -0.706, 3.089], [0.451, -0.445, 0.024], [-0.907, -0.643, 1.947], [1.359, -1.528, 1.997], [3.854, -2.844, -2.590], [5.086, 0.610, -1.978], [4.437, 3.064, -5.751], [-4.590, 1.797, 1.940], [-7.153, -0.465, 4.380], [-3.335, 1.236, 2.092], [-4.251, -1.689, 3.526], [-1.957, -0.613, 2.835], [3.988, -0.779, -3.212], [2.758, 3.617, -5.639], [-2.450, 1.774, 1.790], [4.412, 1.624, -3.559], [0.598, -0.090, -0.986], [4.833, -1.001, -3.865], [2.935, 1.238, -4.964], [1.502, -1.096, 0.688], [3.077, -0.795, -3.816], [3.328, 0.875, -1.971], [-2.123, -1.360, 4.831], [2.444, 2.244, -3.576], [-0.760, -0.206, 0.639], [3.935, 4.070, -4.393], [-1.561, 0.294, 0.115], [2.174, -2.020, 2.502], [3.893, -1.852, -2.126], [-4.686, 2.777, 1.496], [-5.613, -0.142, 2.943], [3.880, -1.215, 0.602], [-7.657, -0.733, 2.715], [-1.506, -1.252, 3.960], [1.826, -1.759, -1.718], [-5.719, 1.117, 2.359], [2.732, -1.668, -1.288], [-6.694, 1.565, 2.237], [3.620, 3.281, -5.070], [-6.836, -0.865, 3.416], [-3.219, -0.026, 2.664], [4.760, -1.801, -1.465], [-0.287, -1.673, 3.879], [-6.640, -1.927, 3.537], [4.190, 0.615, -2.604]],
  "lowdin_charge": [-0.29, -0.22, -0.47, 0.02, -0.04, -0.15, 0.07, 0.12, 0.13, 0.08, -0.07, 0.09, -0.02, 0.12, 0.03, -0.16, 0.07, 0.11, -0.15, 0.11, 0.12, 0.11, -0.14, 0.11, 0.12, 0.13, 0.12, -0.01, 0.08, 0.11, 0.13, -0.18, 0.11, -0.27, 0.07, 0.08, -0.12, 0.13, -0.05, 0.06, 0.11, -0.07, -0.05, -0.19, 0.12, 0.13, 0.08, -0.22],
  "homo_energy_ev": -8.60,
  "smiles": "CCOCCCNC(=O)c1ccc2c(c1)ncn2-c1cccc(C)c1",
  "gap_ev": 9.21
}

{
  "formula": "C38H29Cl2IrN2O5S",
  "method": "wB97M-V/def2-TZVPD",
  "elements": ["H", "C", "O", "C", "C", "C", "C", "C", "C", "C", "H", "H", "Cl", "C", "H", "C", "C", "C", "C", "C", "C", "N", "H", "C", "H", "O", "H", "C", "H", "S", "H", "C", "C", "O", "H", "C", "H", "C", "C", "C", "C", "Ir", "H", "C", "C", "H", "C", "C", "H", "C", "C", "O", "H", "Cl", "H", "C", "H", "H", "C", "H", "H", "H", "H", "C", "C", "C", "H", "N", "H", "H", "H", "H", "H", "C", "O", "C", "H", "C"],
  "coordinates": [[0.731, -2.974, 2.309], [0.809, 4.498, 1.788], [-1.099, -2.108, -0.169], [-0.083, -2.143, 0.571], [-1.422, 0.721, 3.905], [4.983, 0.437, 2.968], [-3.073, 1.081, -5.646], [5.023, -1.229, 1.240], [0.367, -0.356, 5.159], [2.873, 4.763, 0.589], [3.782, 2.963, -0.126], [2.600, 1.340, -1.260], [-2.961, 2.078, 1.340], [-0.211, -2.489, -3.698], [0.883, -0.442, 6.107], [3.333, 0.486, 1.214], [-0.149, -1.113, 2.890], [-0.446, 0.789, 4.905], [3.920, -0.636, 0.641], [2.933, 3.394, 0.395], [-3.398, 0.591, 0.554], [-2.664, -0.786, 2.471], [3.661, 5.396, 0.203], [-1.661, -2.366, -5.617], [3.500, -1.060, -0.260], [-0.265, 0.390, 0.542], [-3.715, 1.720, -6.238], [-2.465, 1.596, -4.485], [-0.022, 4.924, 2.334], [-0.824, 1.362, -2.307], [1.486, -2.587, -2.402], [0.781, -3.258, -2.888], [-3.939, 0.667, -0.720], [1.948, 0.809, -0.785], [-0.488, -4.075, -5.121], [0.809, 0.358, 1.168], [0.268, -3.820, -2.104], [3.871, 1.021, 2.381], [-2.844, -0.213, -6.030], [-1.644, 0.799, -3.724], [1.809, 5.317, 1.290], [-0.059, -0.544, -1.453], [5.458, -2.116, 0.799], [-0.163, -2.408, 2.046], [-3.892, -1.727, 0.616], [5.400, 0.864, 3.871], [1.926, 2.565, 0.888], [-1.405, -0.520, -4.103], [-2.096, -2.804, -6.507], [-4.436, -1.668, -0.650], [-4.426, -0.467, -1.342], [1.042, -1.847, 0.069], [-4.829, -0.409, -2.344], [-3.913, -3.252, 1.457], [-4.857, -2.561, -1.090], [-1.989, -1.040, -5.265], [-3.300, -0.616, -6.926], [-2.639, 2.622, -4.185], [5.555, -0.695, 2.405], [1.005, -2.251, 4.418], [1.324, -3.962, -3.515], [0.065, 2.503, 1.977], [-0.413, 1.634, 5.578], [-0.779, -3.068, -4.854], [2.055, 1.067, 0.623], [0.421, -1.354, 4.258], [1.764, 6.386, 1.452], [-0.545, -1.254, -3.329], [-2.888, -1.688, 2.872], [3.420, 1.892, 2.840], [-4.019, 1.637, -1.193], [6.414, -1.160, 2.871], [-2.252, 1.414, 3.921], [-1.440, -0.314, 3.004], [0.956, -0.210, 2.310], [0.864, 3.123, 1.586], [-1.051, -2.991, 2.286], [-3.275, -0.628, 1.224]],
  "mulliken_spin": [0.00, 0.00, 0.04, -0.04, -0.01, 0.00, -0.01, 0.00, 0.00, 0.00, 0.00, 0.01, 0.00, 0.00, 0.00, -0.01, -0.01, -0.01, 0.00, 0.00, 0.00, 0.01, 0.00, 0.00, 0.00, 0.02, 0.00, 0.02, 0.00, 0.02, 0.00, 0.01, 0.00, -0.03, 0.00, 0.02, 0.00, 0.00, 0.02, -0.03, 0.00, 0.90, 0.00, 0.01, 0.00, 0.00, 0.01, 0.02, 0.00, 0.00, 0.00, 0.03, 0.00, 0.00, 0.00, 0.00, 0.00, 0.00, 0.00, 0.00, 0.00, 0.00, 0.00, 0.00, 0.02, -0.01, 0.00, 0.01, 0.00, 0.00, 0.00, 0.00, 0.00, 0.00, 0.00, 0.00, -0.01, 0.01],
  "homo_energy_ev": [-8.86, -8.97],
  "multiplicity": 2,
  "gap_ev": [2.52, 2.56],
  "charge": 1
}

{
  "formula": "C11H14CaN2O6",
  "method": "wB97M-V/def2-TZVPD",
  "elements": ["C", "C", "H", "C", "Ca", "H", "O", "C", "H", "C", "C", "O", "O", "N", "H", "H", "H", "O", "H", "N", "H", "H", "H", "H", "O", "C", "C", "C", "H", "O", "H", "C", "C", "H"],
  "coordinates": [[3.283, 1.155, -0.892], [4.385, 0.114, 1.006], [2.104, 0.383, 1.565], [-6.227, -0.139, 0.391], [-1.641, -1.054, -0.563], [-5.357, -1.971, -0.199], [-0.419, 0.630, -1.174], [1.913, -0.117, 0.592], [4.287, 0.203, 2.052], [1.900, 1.154, -0.243], [-4.279, 0.913, 0.374], [3.498, -0.260, -1.214], [0.630, -2.045, 0.174], [-5.263, -0.993, -0.032], [5.363, -0.306, 0.792], [-2.513, -3.760, -1.486], [5.245, 1.683, -0.241], [0.926, 2.432, -1.764], [3.317, -1.819, 0.140], [-4.008, -0.424, 0.042], [1.858, 2.025, 0.436], [-7.275, -0.376, 0.597], [-3.487, 1.632, 0.456], [-6.054, 2.064, 0.912], [-0.268, -0.306, 1.451], [0.638, -0.926, 0.786], [4.289, 1.500, 0.252], [3.317, -0.740, 0.188], [3.991, 2.391, 0.808], [-1.631, -3.337, -1.538], [-0.987, -4.037, -1.361], [0.644, 1.398, -1.143], [-5.617, 1.143, 0.573], [3.437, 1.787, -1.737]],
  "lowdin_charge": [-0.25, -0.09, 0.14, -0.06, 1.51, 0.14, -0.27, -0.14, 0.09, -0.15, -0.12, -0.07, -0.10, -0.03, 0.10, 0.07, 0.10, 0.01, 0.14, -0.09, 0.15, 0.12, 0.12, 0.10, -0.11, -0.67, -0.10, -0.17, 0.11, -0.12, 0.08, -0.53, -0.05, 0.14],
  "homo_energy_ev": -7.67,
  "gap_ev": 6.62
}

{
  "formula": "C50H48BrCdIN5O5S",
  "method": "wB97M-V/def2-TZVPD",
  "elements": ["C", "H", "H", "H", "H", "C", "C", "C", "H", "C", "H", "I", "C", "N", "C", "C", "H", "H", "H", "C", "N", "C", "H", "H", "C", "C", "H", "H", "H", "H", "H", "H", "H", "C", "O", "H", "H", "O", "C", "H", "N", "Br", "H", "C", "S", "H", "H", "O", "H", "H", "C", "C", "C", "H", "C", "C", "H", "C", "C", "C", "C", "C", "C", "H", "C", "H", "C", "H", "O", "H", "C", "C", "C", "C", "H", "H", "H", "H", "H", "H", "H", "H", "C", "C", "C", "C", "O", "C", "C", "H", "C", "C", "Cd", "C", "H", "H", "C", "H", "C", "C", "C", "N", "N", "C", "C", "C", "H", "H", "C", "H", "C", "H"],
  "coordinates": [[-19.770, -9.167, 3.295], [-23.436, -10.822, -5.838], [-19.328, -17.731, -1.211], [-16.234, -12.480, -1.806], [-22.721, -6.955, 2.307], [-20.554, -14.516, -0.336], [-16.036, -12.324, 0.842], [-18.860, -13.519, 3.773], [-21.283, -16.137, -1.729], [-24.144, -6.311, -1.169], [-18.826, -6.393, 0.355], [-22.724, -9.809, 1.097], [-19.481, -15.670, 1.528], [-20.296, -10.939, -4.538], [-15.270, -11.468, -0.191], [-23.423, -5.476, 0.932], [-23.177, -12.461, 1.395], [-13.523, -17.114, 1.148], [-12.262, -14.955, 1.574], [-13.286, -14.925, 1.277], [-18.082, -12.612, 3.186], [-20.528, -12.840, -2.948], [-18.568, -13.570, -0.690], [-19.045, -15.216, 5.006], [-20.359, -13.369, 3.536], [-24.786, -13.791, 2.029], [-18.372, -8.173, -2.436], [-21.168, -6.616, -0.632], [-13.308, -12.825, 1.303], [-20.801, -8.244, -1.057], [-23.345, -4.662, 1.642], [-17.016, -14.704, 0.370], [-20.220, -9.972, 3.943], [-21.179, -10.350, -5.408], [-17.325, -12.499, 0.490], [-15.787, -17.023, 0.444], [-20.847, -9.558, -6.075], [-18.682, -9.876, -0.317], [-16.181, -13.935, 3.746], [-20.938, -13.984, 4.207], [-19.994, -12.517, -1.807], [-23.853, -8.898, -2.191], [-24.346, -4.245, -0.554], [-23.118, -6.789, 1.305], [-18.009, -8.554, -0.067], [-14.213, -10.195, 1.157], [-16.580, -15.720, 4.940], [-20.923, -12.373, 1.413], [-26.052, -15.245, 2.926], [-13.204, -9.580, -2.959], [-15.260, -16.084, 0.606], [-15.987, -11.811, 2.297], [-20.974, -11.913, -3.954], [-15.047, -11.350, -3.555], [-23.430, -13.412, 1.821], [-16.753, -6.833, -1.746], [-22.926, -12.598, -4.035], [-16.965, -14.821, 4.485], [-20.217, -14.649, 1.147], [-20.903, -13.608, 2.083], [-13.935, -16.112, 1.002], [-25.015, -14.941, 2.746], [-15.942, -14.817, 0.541], [-25.537, -13.140, 1.607], [-15.451, -11.763, -1.544], [-21.537, -14.088, -0.481], [-20.336, -15.760, -1.294], [-15.100, -14.098, 3.671], [-20.184, -7.998, 3.425], [-16.844, -8.915, -2.017], [-24.000, -5.239, -0.324], [-19.179, -16.748, 0.636], [-14.377, -10.460, 0.117], [-19.573, -14.868, -2.262], [-16.148, -6.742, -2.628], [-20.621, -12.317, 3.717], [-21.895, -16.035, 3.249], [-16.534, -10.850, 2.263], [-18.645, -15.263, -2.666], [-16.118, -6.752, -0.882], [-19.947, -6.940, -1.846], [-19.755, -7.612, 1.156], [-14.724, -11.087, -2.543], [-13.764, -10.149, -2.225], [-22.436, -10.961, -5.337], [-22.689, -15.379, 2.942], [-18.876, -9.587, 2.506], [-19.305, -7.352, 0.197], [-18.336, -14.601, 4.507], [-24.586, -6.182, -2.156], [-23.263, -7.879, 0.449], [-19.584, -16.851, -0.616], [-18.993, -11.439, 1.319], [-17.528, -8.123, -1.754], [-14.969, -11.635, 2.680], [-17.433, -5.993, -1.806], [-20.369, -7.288, -0.896], [-20.143, -14.294, -4.258], [-23.984, -15.710, 3.231], [-23.770, -7.582, -0.796], [-22.382, -14.150, 2.294], [-20.437, -14.233, -3.278], [-22.249, -11.947, -4.413], [-13.930, -13.715, 1.181], [-13.619, -9.860, -0.876], [-16.754, -12.784, 3.150], [-12.915, -9.089, -0.614], [-24.152, -16.602, 3.786], [-15.287, -13.652, 0.829], [-18.572, -17.578, 1.035], [-19.520, -13.712, -1.180], [-19.050, -15.741, 2.516]],
  "lowdin_charge": [-0.62, 0.12, 0.10, 0.12, 0.10, -0.10, -0.55, -0.25, 0.14, -0.17, 0.09, 1.11, -0.06, 0.12, -0.14, -0.08, -0.01, 0.10, 0.09, -0.11, 0.11, -0.26, 0.10, 0.10, -0.04, -0.06, 0.09, 0.05, 0.12, 0.04, 0.10, 0.10, 0.11, -0.16, -0.30, 0.09, 0.09, -0.61, 0.00, 0.10, 0.19, 0.68, 0.10, -0.15, 0.93, 0.11, 0.10, -0.41, 0.10, 0.09, -0.06, -0.06, -0.31, 0.10, -0.05, -0.15, 0.16, -0.05, -0.09, -0.46, -0.12, -0.13, 0.00, 0.10, -0.01, 0.14, -0.20, 0.11, -0.09, 0.07, -0.09, -0.10, -0.05, -0.18, 0.06, 0.11, 0.11, 0.11, 0.14, 0.07, 0.07, 0.05, -0.09, -0.11, -0.11, -0.04, -0.25, -0.36, -0.05, 0.09, -0.74, -0.07, 1.42, -0.38, 0.12, 0.06, -0.12, 0.13, -0.11, -0.73, -0.13, 0.09, 0.08, -0.04, -0.10, -0.23, 0.09, 0.09, -0.18, 0.11, -0.22, 0.09],
  "homo_energy_ev": -5.49,
  "gap_ev": 7.74,
  "charge": -1
}

{
  "formula": "C22H14F4N2O4",
  "method": "wB97M-V/def2-TZVPD",
  "elements": ["H", "H", "C", "H", "H", "H", "O", "C", "C", "H", "O", "C", "H", "H", "C", "O", "H", "H", "C", "C", "F", "C", "C", "N", "C", "C", "H", "H", "C", "C", "F", "H", "H", "C", "C", "C", "O", "F", "C", "C", "C", "C", "N", "C", "F", "C"],
  "coordinates": [[-0.650, 0.694, -4.103], [3.577, 4.033, 0.671], [-2.671, -0.056, 1.998], [3.073, -1.267, -1.117], [-3.996, -1.219, 5.551], [-2.954, -2.160, 1.463], [2.120, -0.590, -3.336], [-1.715, -2.996, -3.890], [-2.819, 0.865, 3.080], [4.186, 0.559, 3.186], [3.829, 4.468, 3.036], [-3.637, -0.897, 4.579], [-2.114, -2.682, -1.807], [-2.399, -1.433, -0.345], [-0.924, -1.163, -5.139], [4.133, 2.707, 4.321], [3.792, -0.930, 1.191], [-1.901, 1.433, 0.651], [-3.275, 0.425, 4.310], [2.842, -0.208, -1.184], [-0.494, -0.647, -6.339], [-1.301, -2.504, -5.124], [3.876, 2.391, 2.060], [2.358, 0.221, -2.384], [-1.295, -0.075, -1.560], [3.291, 2.119, -0.293], [-2.548, 1.906, 2.937], [-1.274, -3.137, -6.015], [-2.122, 0.368, 0.743], [-1.287, -0.885, -2.745], [-2.084, -4.321, -3.812], [-0.880, 0.933, -1.658], [3.069, 2.574, -1.254], [3.240, 0.694, -0.159], [-0.913, -0.348, -4.014], [3.689, 0.161, 1.116], [2.133, 1.462, -2.532], [-3.386, 1.329, 5.346], [3.956, 0.979, 2.209], [-1.733, -2.240, -2.722], [-3.048, -1.413, 2.248], [-3.507, -1.782, 3.505], [3.955, 3.227, 3.190], [-1.928, -0.451, -0.369], [-3.860, -3.097, 3.720], [3.595, 2.953, 0.790]],
  "lowdin_charge": [0.14, 0.11, -0.19, 0.12, 0.14, 0.12, -0.05, -0.22, 0.06, 0.11, 0.03, 0.10, 0.12, 0.09, -0.21, 0.03, 0.11, 0.14, -0.22, -0.03, 0.06, 0.11, -0.18, -0.41, 0.07, -0.01, 0.13, 0.15, 0.05, -0.18, 0.05, 0.14, 0.09, -0.18, 0.08, -0.03, -0.08, 0.05, 0.00, 0.07, 0.06, -0.22, -0.34, -0.05, 0.05, 0.02],
  "homo_energy_ev": -6.91,
  "gap_ev": 2.93
}